Density functional theory data (ωB97M-V/def2-TZVPD) for a single C15H16N2O2 molecule.

Cartesian coordinates (Å):
O -1.614 -1.615 -0.019
C 0.212 -0.112 -3.018
H 0.940 -0.677 4.150
C 1.846 -2.126 -0.452
H 0.829 -1.014 -2.978
H -0.048 -0.315 -5.143
H 2.052 -4.345 0.113
H -1.153 1.166 0.724
C 0.057 -3.533 0.061
H -1.257 2.253 -1.006
H -1.420 1.793 -5.298
H -1.126 2.073 4.226
N 0.593 -1.451 -0.733
C -1.093 1.451 -4.328
H 1.644 0.188 -0.679
H 1.193 -0.410 1.969
H -0.510 2.867 2.746
C -0.194 0.637 0.674
H -2.029 3.072 -3.206
C -0.530 -2.101 -0.301
C 1.375 -3.507 -0.035
C -0.922 1.927 3.157
C 0.398 0.343 1.846
C -1.425 2.163 -3.161
H 0.142 0.656 5.117
N -0.009 0.795 3.031
C -0.301 0.285 -4.263
O 2.886 -1.519 -0.301
C 0.539 0.145 -0.564
C 0.743 0.412 4.221
C -0.959 1.706 -1.918
C -0.152 0.565 -1.851
H -1.858 1.694 2.637
H -0.581 -4.394 0.314
H 1.730 0.928 4.269

Energy (hartree): -841.1058
HOMO level (eV): -7.570
Energy above the lowest of the compared OMol25 structures with the same formula, charge and spin (kJ/mol): 301.67
Kohn-Sham gap (eV): 7.20
F_max (eV Å⁻¹): 2.85
SMILES: CN(C)/C=C/[C@H](c1ccccc1)N1C(=O)C=CC1=O